# C60H42F5P3RuSSi

A structure of composition C60H42F5P3RuSSi in a non-equilibrium geometry (ωB97M-V/def2-TZVPD, the OMol25 dataset).

Structure (XYZ):
```
113
Properties=species:S:1:pos:R:3:lowdin_spin:R:1
Ru -0.136 -0.135 -0.170 0.543
C -6.121 -2.924 0.883 0.000
C -5.101 -3.255 1.771 0.001
C -3.949 -2.486 1.820 0.003
C -3.815 -1.381 0.978 0.012
C -4.829 -1.063 0.078 0.002
C -5.989 -1.829 0.042 0.000
P -2.312 -0.379 0.964 0.070
C -1.006 -1.576 1.414 -0.032
C -0.408 -1.575 2.629 0.120
C 0.028 -2.794 3.277 -0.002
C -0.108 -3.981 2.696 0.086
C -0.591 -4.168 1.286 0.012
C -1.057 -2.856 0.594 0.009
C -2.425 0.701 2.428 0.003
C -3.517 0.663 3.294 0.002
C -3.554 1.506 4.400 -0.001
C -2.520 2.401 4.631 0.003
C -1.450 2.462 3.747 -0.001
C -1.385 1.611 2.636 -0.001
Si 0.038 1.634 1.414 -0.012
C -0.070 3.275 0.506 0.000
C 0.236 4.515 1.083 0.000
C -0.014 5.695 0.400 0.000
C -0.591 5.657 -0.868 0.000
C -0.890 4.439 -1.455 0.000
C -0.605 3.250 -0.777 -0.001
P -1.005 1.629 -1.508 0.002
C -2.785 1.841 -1.814 0.000
C -3.377 1.588 -3.044 -0.001
C -4.750 1.755 -3.201 0.001
C -5.530 2.172 -2.134 -0.001
C -4.939 2.428 -0.899 0.001
C -3.575 2.255 -0.737 0.001
C -0.176 1.519 -3.117 0.003
C -0.307 0.296 -3.789 0.000
C 0.366 0.078 -4.981 0.000
C 1.202 1.064 -5.493 0.000
C 1.357 2.264 -4.816 0.000
C 0.669 2.497 -3.629 0.000
C 1.721 1.345 2.195 -0.004
C 2.054 1.491 3.545 -0.001
C 3.344 1.219 3.985 0.000
C 4.322 0.825 3.079 -0.001
C 4.010 0.682 1.734 0.000
C 2.705 0.901 1.301 -0.003
P 2.173 0.735 -0.444 -0.007
C 2.898 -0.816 -1.100 0.001
C 2.752 -1.011 -2.475 -0.001
C 3.253 -2.155 -3.077 0.000
C 3.921 -3.108 -2.311 -0.001
C 4.074 -2.909 -0.949 0.000
C 3.540 -1.778 -0.335 -0.001
C 3.210 1.967 -1.312 -0.002
C 4.448 1.627 -1.853 -0.001
C 5.238 2.613 -2.435 0.000
C 4.797 3.929 -2.488 0.000
C 3.561 4.268 -1.956 0.000
C 2.768 3.291 -1.371 0.000
H -7.020 -3.529 0.847 0.000
H -5.204 -4.115 2.423 0.000
H -3.158 -2.726 2.525 0.000
H -4.714 -0.213 -0.586 0.001
H -6.782 -1.577 -0.652 0.000
H -0.304 -0.641 3.167 0.005
H 0.438 -2.729 4.278 -0.003
H 0.157 -4.885 3.238 0.004
H -1.463 -4.824 1.336 0.003
H -2.062 -3.018 0.228 0.003
H -4.341 -0.015 3.108 0.000
H -4.399 1.465 5.077 0.000
H -2.556 3.063 5.490 0.000
H -0.664 3.197 3.911 0.000
H 0.674 4.556 2.078 0.000
H 0.221 6.649 0.858 0.000
H -0.812 6.579 -1.393 0.000
H -1.355 4.410 -2.435 0.000
H -2.773 1.273 -3.886 0.000
H -5.208 1.556 -4.163 0.000
H -6.598 2.301 -2.261 0.000
H -5.546 2.754 -0.062 0.000
H -3.116 2.467 0.223 0.000
H -0.922 -0.486 -3.360 0.000
H 0.258 -0.869 -5.498 0.000
H 1.744 0.890 -6.415 0.000
H 2.022 3.025 -5.206 0.000
H 0.804 3.435 -3.108 0.000
H 1.304 1.824 4.258 0.000
H 3.592 1.324 5.036 0.000
H 5.330 0.624 3.422 0.000
H 4.778 0.386 1.029 0.000
H 2.257 -0.254 -3.076 0.000
H 3.143 -2.295 -4.148 0.000
H 4.323 -3.998 -2.783 0.000
H 4.635 -3.625 -0.353 0.000
H 3.635 -1.655 0.736 0.000
H 4.801 0.606 -1.821 0.000
H 6.203 2.346 -2.847 0.000
H 5.417 4.690 -2.947 0.000
H 3.215 5.295 -1.995 0.000
H 1.806 3.559 -0.950 0.000
F 2.831 -7.462 -1.760 0.000
C 2.051 -6.658 -1.055 0.000
C 0.695 -6.606 -1.308 0.000
F 0.167 -7.353 -2.273 0.000
C -0.096 -5.778 -0.548 0.001
F -1.414 -5.766 -0.791 0.001
C 0.406 -4.954 0.446 0.005
S -0.093 -2.388 -0.889 0.174
C 1.773 -5.000 0.644 0.002
F 2.374 -4.193 1.529 0.003
C 2.587 -5.855 -0.072 0.000
F 3.896 -5.889 0.171 0.000
```

Computed properties:
Spin multiplicity = 2
Gap between HOMO and LUMO (spin up / spin down) = 6.57 / 5.98 eV
Charge = +1
HOMO energy (spin up / spin down) = -9.737 / -9.807 eV
E_LUMO (spin up / spin down) = -3.2 / -3.8 eV
⟨S²⟩ = 0.795

=====

# C60H44CdI2N6O4Te

A structure of composition C60H44CdI2N6O4Te in a non-equilibrium geometry (ωB97M-V/def2-TZVPD, the OMol25 dataset).

Structure (XYZ):
```
118
Properties=species:S:1:pos:R:3:lowdin_charge:R:1
Cd -1.063 0.084 0.496 1.367
C -9.752 -4.879 -0.218 -0.118
O -9.007 -4.585 0.930 -0.108
C -7.768 -3.996 0.755 -0.279
C -7.100 -3.878 -0.455 -0.017
C -5.870 -3.243 -0.507 -0.020
C -5.295 -2.700 0.638 -0.187
C -5.962 -2.856 1.854 -0.026
C -7.176 -3.503 1.914 -0.014
C -4.048 -1.922 0.577 -0.066
C -4.024 -0.841 -0.300 -0.287
C -5.043 -0.453 -1.238 -0.023
C -4.524 0.552 -1.993 -0.036
C -3.221 0.836 -1.465 -0.325
N -2.960 0.006 -0.450 -0.065
C -2.374 1.949 -1.784 -0.120
C -1.915 2.704 -0.658 -0.305
C -2.039 4.127 -0.511 -0.028
C -1.831 4.400 0.810 -0.023
C -1.465 3.159 1.441 -0.264
C -1.031 2.928 2.754 -0.065
C -1.440 3.885 3.792 -0.176
C -1.264 5.272 3.768 -0.037
C -1.904 6.091 4.681 -0.017
C -2.721 5.555 5.673 -0.279
O -3.387 6.451 6.497 -0.107
C -4.451 5.940 7.257 -0.119
C -2.818 4.174 5.777 -0.024
C -2.194 3.365 4.849 -0.018
C -0.419 1.719 3.197 -0.279
N -0.364 0.546 2.499 0.012
C 0.227 -0.367 3.280 -0.375
C 0.272 -1.822 2.931 -0.477
C 0.648 -2.630 4.145 -0.269
C -0.155 -2.480 5.272 -0.046
C 0.080 -3.183 6.434 -0.018
C 1.140 -4.077 6.502 -0.280
O 1.447 -4.829 7.618 -0.101
C 0.567 -4.725 8.702 -0.122
C 1.942 -4.254 5.384 -0.012
C 1.692 -3.538 4.229 -0.073
C -1.039 -2.322 2.431 -0.361
C -1.695 -3.505 2.834 -0.050
C -2.924 -3.508 2.204 -0.041
C -2.979 -2.329 1.419 -0.265
N -1.803 -1.646 1.562 0.004
C 0.666 0.228 4.484 -0.063
C 0.242 1.542 4.439 -0.060
N -1.569 2.163 0.515 -0.015
C -2.056 2.337 -3.126 -0.175
C -2.604 1.706 -4.256 -0.031
C -2.185 2.001 -5.537 -0.030
C -1.176 2.931 -5.750 -0.283
O -0.661 3.274 -6.994 -0.117
C -1.189 2.603 -8.104 -0.126
C -0.593 3.550 -4.646 -0.023
C -1.016 3.257 -3.372 -0.040
H -9.270 -5.641 -0.840 0.087
H -9.923 -3.982 -0.825 0.095
H -10.710 -5.260 0.139 0.084
H -7.517 -4.264 -1.372 0.101
H -5.348 -3.167 -1.450 0.105
H -5.530 -2.438 2.752 0.121
H -7.705 -3.618 2.848 0.109
H -6.031 -0.866 -1.312 0.099
H -5.018 1.075 -2.790 0.100
H -2.322 4.817 -1.289 0.102
H -1.924 5.360 1.280 0.081
H -0.621 5.725 3.025 0.110
H -1.800 7.167 4.623 0.109
H -5.198 5.454 6.618 0.097
H -4.910 6.793 7.758 0.084
H -4.114 5.228 8.019 0.084
H -3.396 3.712 6.564 0.098
H -2.325 2.296 4.919 0.124
H -0.988 -1.797 5.236 0.133
H -0.572 -3.025 7.278 0.097
H -0.460 -4.960 8.399 0.092
H 0.592 -3.720 9.141 0.091
H 0.894 -5.451 9.448 0.085
H 2.762 -4.956 5.425 0.109
H 2.328 -3.700 3.367 0.017
H -1.317 -4.258 3.505 0.097
H -3.688 -4.267 2.264 0.094
H 1.227 -0.244 5.277 0.096
H 0.400 2.302 5.184 0.094
H -3.344 0.934 -4.131 0.069
H -2.650 1.471 -6.354 0.099
H -1.056 1.520 -8.022 0.093
H -0.643 2.979 -8.970 0.081
H -2.254 2.826 -8.234 0.088
H 0.214 4.248 -4.821 0.107
H -0.500 3.701 -2.534 0.086
C 1.138 -3.648 -1.223 -0.173
C 0.452 -2.645 -0.387 -0.665
N 0.135 -1.432 -1.056 -0.550
C 1.220 -0.958 -1.773 -0.362
C 2.070 -1.830 -2.468 -0.200
C 1.873 -3.245 -2.269 -0.079
C 3.072 -1.322 -3.305 -0.032
C 3.290 0.026 -3.404 -0.043
C 2.556 0.926 -2.607 -0.151
C 2.825 2.305 -2.536 -0.021
C 2.152 3.071 -1.620 -0.058
C 1.204 2.465 -0.785 -0.128
N 0.865 1.203 -0.882 0.110
C 1.513 0.429 -1.774 -0.163
H 1.008 -4.694 -0.979 0.107
H -0.430 -3.068 0.101 0.072
H 2.383 -3.932 -2.930 0.106
H 3.673 -2.024 -3.870 0.107
H 4.065 0.404 -4.058 0.101
H 3.582 2.735 -3.179 0.108
H 2.347 4.128 -1.518 0.100
H 0.712 3.046 -0.015 0.105
I -1.391 -1.840 -2.489 0.860
I -3.441 -2.574 -4.532 -0.377
Te 1.831 -2.060 1.293 1.314
```

Computed properties:
Gap between HOMO and LUMO (spin up / spin down) = 4.30 / 4.29 eV
Charge = -2
HOMO energy (spin up / spin down) = -0.621 / -0.612 eV
E_LUMO (spin up / spin down) = 3.7 / 3.7 eV

=====

# C60H48AsClGeN2PTi

A structure of composition C60H48AsClGeN2PTi in a non-equilibrium geometry (ωB97M-V/def2-TZVPD, the OMol25 dataset).

Structure (XYZ):
```
115
Properties=species:S:1:pos:R:3:lowdin_spin:R:1
Ti 1.319 0.610 -0.039 1.738
C 0.575 1.492 4.227 -0.003
C 0.355 1.238 2.901 0.024
N 1.331 0.979 2.047 0.009
C 2.621 0.913 2.514 0.017
C 2.898 1.054 3.882 0.001
C 1.857 1.354 4.749 0.026
C 4.244 1.051 4.337 -0.001
C 5.282 0.963 3.474 -0.003
C 5.060 0.865 2.102 0.001
C 6.048 0.769 1.112 0.016
C 5.752 0.716 -0.230 -0.001
C 4.397 0.648 -0.608 0.019
N 3.421 0.754 0.210 0.016
C 3.714 0.861 1.534 0.014
H -0.292 1.689 4.882 -0.001
H -0.649 1.222 2.532 0.001
H 2.015 1.374 5.816 0.001
H 4.448 1.169 5.380 0.000
H 6.286 1.040 3.914 0.000
H 7.094 0.747 1.367 0.001
H 6.582 0.606 -0.949 0.000
H 4.144 0.606 -1.657 0.001
Cl 1.381 0.360 -2.782 0.015
C 1.969 1.920 -3.472 0.004
C 2.456 2.064 -4.756 0.000
C 3.025 3.271 -5.115 0.000
C 3.086 4.335 -4.216 0.001
C 2.451 4.192 -2.990 0.000
C 1.850 3.018 -2.589 0.007
P 1.007 2.840 -1.000 0.033
C -0.730 2.580 -1.467 0.004
C -1.210 2.870 -2.767 -0.001
C -2.542 2.830 -3.094 0.000
C -3.460 2.516 -2.100 -0.001
C -3.039 2.205 -0.797 0.001
C -1.676 2.237 -0.543 0.005
C 1.293 4.449 -0.193 0.005
C 0.187 5.328 -0.196 0.001
C 0.412 6.574 0.343 0.000
C 1.680 6.976 0.770 0.000
C 2.699 6.024 0.837 0.000
C 2.483 4.739 0.411 0.001
H 2.525 1.216 -5.381 0.000
H 3.397 3.423 -6.101 0.000
H 3.572 5.210 -4.579 0.000
H 2.323 5.100 -2.410 0.000
H -0.452 3.180 -3.510 0.000
H -2.807 3.085 -4.124 0.000
H -4.488 2.546 -2.329 0.000
H -3.686 2.047 0.067 0.000
H -1.299 2.086 0.463 0.003
H -0.788 5.062 -0.608 0.000
H -0.399 7.274 0.516 0.000
H 1.801 7.936 1.091 0.000
H 3.700 6.269 1.209 0.000
H 3.318 4.029 0.461 0.000
Ge -3.703 -1.350 -0.019 0.000
C -4.707 -1.938 -1.550 0.000
C -4.166 -1.479 -2.769 0.000
C -4.846 -1.829 -3.931 0.000
C -6.044 -2.528 -3.787 0.000
C -6.516 -3.072 -2.604 0.000
C -5.886 -2.704 -1.435 0.000
C -4.209 -0.763 1.728 0.000
C -3.915 0.500 2.264 0.000
C -4.566 0.986 3.390 0.000
C -5.472 0.132 4.058 0.000
C -5.666 -1.180 3.542 0.000
C -5.186 -1.562 2.325 0.000
H -2.530 -0.831 -0.740 0.000
H -3.266 -0.836 -2.771 0.000
H -4.445 -1.526 -4.878 0.000
H -6.748 -2.603 -4.647 0.000
H -7.511 -3.515 -2.511 0.000
H -6.301 -3.011 -0.423 0.000
H -3.165 1.095 1.792 0.000
H -4.389 2.012 3.676 0.000
H -5.970 0.445 4.936 0.000
H -6.404 -1.886 3.979 0.000
H -5.478 -2.510 1.844 0.000
C 0.965 -4.135 -4.034 0.000
C 1.481 -4.719 -2.899 0.000
C 1.312 -4.119 -1.663 0.000
C 0.564 -2.962 -1.535 0.003
C -0.144 -2.509 -2.617 0.001
C 0.076 -3.023 -3.877 0.000
As 0.674 -2.040 0.143 0.026
C -0.886 -2.577 1.103 0.001
C -1.823 -3.429 0.449 0.000
C -2.767 -4.136 1.195 0.000
C -2.787 -3.896 2.567 -0.001
C -1.954 -2.989 3.226 0.000
C -1.018 -2.282 2.437 0.000
C 2.013 -3.156 1.065 0.006
C 3.275 -2.610 0.887 0.003
C 4.398 -3.306 1.274 0.000
C 4.171 -4.552 1.867 0.000
C 2.878 -5.006 2.133 0.000
C 1.783 -4.286 1.764 0.001
H 1.200 -4.531 -5.002 0.000
H 2.108 -5.605 -2.964 0.000
H 1.756 -4.556 -0.818 0.000
H -0.850 -1.685 -2.582 0.000
H -0.369 -2.577 -4.716 0.000
H -1.622 -3.650 -0.611 0.000
H -3.430 -4.835 0.711 0.000
H -3.476 -4.539 3.216 0.000
H -2.050 -2.852 4.271 0.000
H -0.313 -1.584 2.863 0.000
H 3.429 -1.679 0.384 0.003
H 5.390 -2.916 1.061 0.000
H 5.048 -5.204 2.073 0.000
H 2.676 -5.929 2.634 0.000
H 0.838 -4.683 1.982 0.000
```

Computed properties:
Spin multiplicity = 3
Gap between HOMO and LUMO (spin up / spin down) = 6.58 / 7.42 eV
Charge = +3
Energy above the lowest of the compared OMol25 structures with the same formula, charge and spin = 1.437 eV
HOMO energy (spin up / spin down) = -14.476 / -15.311 eV
E_LUMO (spin up / spin down) = -7.9 / -7.9 eV
⟨S²⟩ = 2.008